Computed, not measured: 16 unconnected molecules or ions with the total composition C20H72N20O16 at a distorted geometry, with ωB97M-V/def2-TZVPD.

XYZ file:
```
128
C20H72N20O16 ωB97M-V/def2-TZVPD
C 5.02 8.60 23.50
C 4.96 7.01 23.44
O 4.09 6.49 24.43
H 5.62 8.86 24.33
H 4.05 9.03 23.83
H 5.13 9.01 22.52
H 5.90 6.63 23.61
H 4.52 6.63 22.54
H 4.56 5.82 24.92
C 4.65 7.72 20.07
C 4.80 8.99 19.33
O 3.63 9.41 18.71
H 3.85 7.73 20.75
H 5.56 7.58 20.63
H 4.59 6.94 19.28
H 5.64 8.90 18.58
H 5.14 9.75 20.00
H 3.96 10.15 18.19
C 6.60 13.60 21.33
C 5.47 12.62 21.42
O 4.92 12.22 20.17
H 6.43 14.41 20.59
H 7.59 13.22 20.99
H 6.65 14.18 22.28
H 4.71 13.14 22.02
H 5.88 11.74 21.91
H 4.04 11.91 20.30
C 2.48 11.31 23.15
C 2.12 10.54 21.90
O 2.32 11.44 20.88
H 3.51 11.58 23.30
H 2.01 10.80 23.98
H 1.87 12.28 23.22
H 1.09 10.15 21.93
H 2.73 9.71 21.65
H 1.74 11.10 20.20
C 1.21 6.87 17.23
O 0.92 5.57 16.71
N 2.25 7.15 17.98
N 0.42 7.85 16.99
H 2.78 6.37 18.24
H 2.67 8.03 18.19
H -0.39 7.75 16.38
H 0.67 8.85 17.14
C 2.65 10.71 13.56
O 2.51 10.00 12.38
N 3.18 10.18 14.68
N 2.25 11.99 13.68
H 3.57 9.21 14.69
H 2.98 10.50 15.60
H 1.63 12.39 12.85
H 2.29 12.40 14.58
C 4.39 7.08 15.45
O 4.96 6.77 16.65
N 3.45 6.30 15.01
N 4.77 7.96 14.61
H 3.13 5.69 15.74
H 2.72 6.59 14.28
H 5.61 8.60 14.89
H 4.64 7.92 13.56
C -0.70 7.93 20.34
O -1.43 8.07 21.46
N 0.56 7.64 20.40
N -1.15 7.61 19.17
H 0.95 7.66 21.40
H 1.23 7.35 19.66
H -2.14 7.60 19.00
H -0.58 7.60 18.28
C 6.61 10.68 14.22
O 7.87 10.63 13.58
N 5.60 11.36 13.75
N 6.22 10.01 15.25
H 5.85 12.17 13.03
H 4.59 11.11 13.96
H 7.04 9.69 15.95
H 5.32 10.31 15.73
C 8.10 10.57 19.96
O 7.55 10.07 21.13
N 7.42 11.21 19.04
N 9.37 10.40 19.69
H 7.85 11.76 18.29
H 6.50 11.51 19.38
H 9.86 9.83 20.41
H 9.83 10.30 18.75
C 5.09 12.70 16.80
O 4.79 11.35 17.01
N 5.22 13.58 17.78
N 5.46 13.19 15.67
H 5.02 13.32 18.75
H 5.34 14.58 17.63
H 5.43 12.50 14.86
H 5.76 14.17 15.46
C 1.07 11.05 18.21
O 1.41 10.24 17.11
N 0.46 10.48 19.22
N 1.22 12.33 18.32
H 0.45 9.46 19.38
H -0.18 11.05 19.77
H 1.53 12.81 17.43
H 1.14 12.89 19.14
C 2.15 4.62 20.36
O 3.49 4.57 20.02
N 1.72 4.55 21.58
N 1.20 4.31 19.51
H 2.41 4.64 22.39
H 0.75 4.87 21.74
H 1.48 4.46 18.60
H 0.15 4.51 19.65
C 8.36 8.18 17.27
O 8.11 7.53 18.51
N 8.84 7.54 16.28
N 8.14 9.47 16.98
H 9.17 6.58 16.64
H 9.34 7.93 15.44
H 7.81 10.02 17.84
H 9.00 9.88 16.63
C 8.74 7.41 22.72
O 8.10 7.20 21.52
H 9.62 8.08 22.76
H 8.96 6.48 23.30
H 8.06 8.04 23.38
H 7.91 8.12 21.22
C 6.65 4.34 21.62
O 6.25 3.19 20.94
H 6.11 5.16 21.17
H 7.75 4.45 21.59
H 6.32 4.19 22.70
H 5.39 2.95 21.27
```

Properties
Highest occupied orbital energy in eV: -8.6
LUMO energy in eV: -0.699
Kohn-Sham gap in Ha: 0.292
Electronic energy in a.u.: -3104.05265